<w>
This record from OMol25 describes a single C23H35N3O3 molecule. The level of theory is the ωB97M-V functional and the def2-TZVPD basis.

```
! RIJCOSX wB97M-V def2-TZVPD def2/J DEFGRID3
* xyz 0 1
O 0.902 3.273 -0.720
O -3.486 -1.381 -2.440
O -3.662 1.403 2.388
N -4.695 -1.685 -0.566
N -2.941 -0.111 0.884
N 3.501 0.296 -0.047
C -1.032 2.187 0.299
C 3.379 -2.155 0.319
C 1.735 2.152 -0.478
C 2.441 -1.967 1.511
C 3.527 1.259 1.036
C -2.395 2.244 0.572
C 3.750 0.950 -1.318
C -2.539 -0.472 -0.455
C 4.282 -0.911 0.163
C -3.139 3.353 0.197
C -1.173 4.334 -0.767
C -1.282 -1.353 -0.467
C -3.061 1.162 1.356
C -3.646 -1.164 1.579
C 2.551 -2.348 -0.951
C 4.265 -3.381 0.548
C 2.257 2.123 0.965
C 2.931 2.243 -1.423
C -0.410 3.229 -0.379
C -5.761 -2.339 -1.291
C -3.630 -1.211 -1.243
C -2.520 4.393 -0.477
C -4.948 -1.445 0.839
H 3.557 0.729 1.987
H 1.492 1.733 1.637
H 4.954 -1.074 -0.687
H 1.891 -3.207 -0.849
H -2.327 0.442 -1.019
H -5.924 -3.343 -0.893
H -3.853 -0.822 2.594
H 1.837 -1.076 1.369
H 4.941 -3.530 -0.291
H -3.094 5.256 -0.777
H -5.441 -2.327 1.258
H -3.020 -2.059 1.611
H -5.466 -2.404 -2.336
H -4.190 3.394 0.437
H 4.861 -3.263 1.451
H 1.190 1.227 -0.706
H -0.473 1.333 0.644
H 1.780 -2.825 1.612
H 3.198 -2.513 -1.810
H 4.909 -0.815 1.057
H 3.653 -4.274 0.657
H 4.425 1.899 0.980
H -5.623 -0.586 0.955
H 1.945 -1.466 -1.137
H 2.583 2.396 -2.444
H 3.007 -1.861 2.434
H -0.458 -0.855 0.035
H -6.686 -1.766 -1.207
H -0.678 5.135 -1.292
H 4.822 1.185 -1.454
H 3.526 3.112 -1.141
H 2.475 3.147 1.272
H -1.004 -1.552 -1.499
H -1.464 -2.304 0.028
H 3.457 0.256 -2.110
*
```

Its HOMO energy is -8.53 eV. The SMILES is C[C@H]1C(=O)N(C)CCN1C(=O)c1cccc(OC2CCN(CC(C)(C)C)CC2)c1. The value obtained for the HOMO-LUMO gap is 0.338 hartree.


<x>
This record from OMol25 describes a single C23H35N3O3 molecule. The level of theory is the ωB97M-V functional and the def2-TZVPD basis.

```
! RIJCOSX wB97M-V def2-TZVPD def2/J DEFGRID3
* xyz 0 1
O -0.432 1.548 -3.542
O -0.300 -2.340 1.069
O 2.558 -0.973 -0.515
N -0.165 1.680 -1.297
N 0.437 -1.043 -1.297
N 1.040 2.029 1.118
C 1.355 1.556 3.541
C 2.486 2.109 0.946
C -2.551 -2.415 0.359
C 0.746 -4.289 -1.105
C 0.778 -0.212 -2.435
C -3.532 -2.149 -0.578
C 1.439 -3.829 0.172
C 0.168 3.874 -0.292
C 1.044 -2.412 0.639
C 2.872 1.623 3.373
C -0.893 -1.448 -1.098
C -1.584 1.517 3.392
C 3.229 2.547 2.213
C -0.761 2.982 -1.114
C -1.886 -1.206 -2.036
C -1.230 -2.080 0.103
C 0.385 3.332 1.128
C -0.004 1.106 -2.494
C 0.720 1.113 2.216
C -4.256 -1.287 -2.827
C -0.787 0.792 2.310
C 1.419 -1.397 -0.433
C -3.209 -1.552 -1.788
H 3.339 1.976 4.296
H -5.236 -1.172 -2.370
H -0.270 4.871 -0.217
H -4.305 -2.120 -3.528
H -0.593 3.223 1.594
H 0.972 2.536 3.830
H 1.845 0.018 -2.344
H 0.344 1.365 -0.467
H -1.723 2.872 -0.597
H 2.959 3.574 2.468
H -1.646 -0.727 -2.970
H 1.101 0.842 4.325
H 1.073 -5.297 -1.352
H 0.617 -0.758 -3.370
H -2.632 1.233 3.311
H 1.199 -4.519 0.984
H -1.237 1.237 4.383
H 2.839 1.118 0.645
H -0.946 3.410 -2.103
H 4.303 2.523 2.024
H 2.701 2.801 0.130
H -1.239 0.983 1.334
H -4.556 -2.414 -0.365
H 1.123 3.966 -0.812
H 0.995 -3.640 -1.942
H 2.521 -3.832 0.026
H 1.220 0.178 1.928
H 0.950 4.078 1.706
H -0.335 -4.303 -0.982
H 3.255 0.621 3.164
H -1.523 2.599 3.307
H -2.787 -2.883 1.301
H -0.886 -0.278 2.497
H -4.019 -0.388 -3.391
H 1.642 -2.183 1.530
*
```

Its HOMO energy is -8.15 eV. The SMILES is CC[C@@H]1CCCCN1CCCNC(=O)CN1C(=O)[C@H](CC)Oc2ccc(C)cc21. The value obtained for the HOMO-LUMO gap is 0.327 hartree.


Energy relative to the most stable one, in hartree: <w> 0.0238; <x> 0.0000


<w>
This record from OMol25 describes a single C23H31N3O4S molecule. The level of theory is the ωB97M-V functional and the def2-TZVPD basis.

```
! RIJCOSX wB97M-V def2-TZVPD def2/J DEFGRID3
* xyz 0 1
S -1.237 1.023 2.408
O -1.201 -2.656 -3.818
O -2.058 1.955 1.699
O -0.177 1.559 3.225
O 0.904 -3.201 -1.109
N -2.235 0.004 3.298
N 0.976 -2.090 -3.865
N 2.412 0.328 -3.660
C 0.646 -0.785 1.553
C 2.635 -0.743 -2.708
C 2.131 2.098 -1.925
C -0.074 -2.761 -3.366
C 1.036 0.318 -4.125
C 0.934 2.799 -2.021
C 0.742 2.864 0.369
C 2.850 1.630 -3.167
C -3.262 1.895 4.424
C -0.572 -0.188 1.279
C 1.114 -1.783 0.725
C 0.748 -1.017 -4.812
C -1.319 -0.572 0.185
C 0.187 -3.734 -2.205
C 1.934 2.168 0.476
C 2.621 1.786 -0.663
C -3.963 -0.460 4.918
C 0.243 3.175 -0.883
C -1.716 0.373 5.680
C 2.334 -2.087 -3.377
C -0.863 -1.579 -0.650
C 0.356 -2.196 -0.376
C -2.782 0.456 4.584
H -0.688 3.714 -0.969
H 2.702 2.346 -3.981
H -2.415 2.553 4.250
H 0.548 3.062 -2.996
H 0.317 0.455 -3.298
H -3.929 1.972 3.570
H 0.206 3.154 1.257
H -2.255 -0.072 -0.004
H 3.557 1.251 -0.572
H -1.459 -1.869 -1.500
H 1.420 -1.149 -5.664
H -4.709 -0.405 4.131
H 1.209 -0.452 2.410
H -3.633 -1.493 5.009
H -0.847 0.959 5.389
H 3.682 -0.721 -2.400
H -3.785 2.215 5.322
H -1.763 -0.884 3.408
H 2.998 -2.209 -4.240
H 0.906 1.130 -4.842
H 0.791 -4.574 -2.561
H 2.505 -2.901 -2.676
H -2.106 0.762 6.617
H -0.289 -1.067 -5.144
H 2.003 -0.638 -1.809
H -0.790 -4.116 -1.884
H -4.416 -0.156 5.858
H 3.923 1.551 -2.971
H 2.325 1.929 1.453
H 2.059 -2.268 0.908
H -1.407 -0.660 5.836
*
```

Its HOMO energy is -8.67 eV. The SMILES is CC(C)(C)NS(=O)(=O)c1ccc(OCC(=O)N2CCN(Cc3ccccc3)CC2)cc1. The value obtained for the HOMO-LUMO gap is 0.339 hartree.


<x>
This record from OMol25 describes a single C23H31N3O4S molecule. The level of theory is the ωB97M-V functional and the def2-TZVPD basis.

```
! RIJCOSX wB97M-V def2-TZVPD def2/J DEFGRID3
* xyz 0 1
S 0.368 2.683 -1.824
O -0.139 1.543 -2.528
O 0.651 3.856 -2.588
O 3.081 -1.745 -0.169
O -3.160 -0.570 2.747
N -0.721 3.130 -0.642
N 1.739 2.290 -0.937
N 1.531 -2.354 -1.692
C -2.140 -4.878 -0.847
C 2.993 2.750 -1.505
C -3.425 -0.279 4.098
C 2.322 -1.456 -1.072
C 2.211 -0.043 -1.629
C -1.643 -3.542 2.654
C -2.534 0.378 1.988
C -1.289 2.207 0.250
C -0.653 4.534 -0.282
C 3.460 1.861 -2.656
C -0.902 -4.641 -1.420
C 1.788 0.910 -0.503
C -2.375 -4.525 0.469
C -2.316 0.057 0.648
C -2.114 1.616 2.450
C -1.721 0.958 -0.207
C -0.146 -3.685 0.644
C 1.447 -3.745 -1.286
C 0.618 4.922 0.469
C 3.563 0.412 -2.189
C -1.493 2.511 1.593
C 0.105 -4.045 -0.674
C -1.378 -3.926 1.232
H 2.504 0.835 0.322
H -0.713 -3.342 3.181
H 0.796 0.645 -0.133
H 2.249 -3.898 -0.560
H -2.181 -4.334 3.172
H -2.257 1.907 3.478
H 4.318 0.319 -1.404
H 0.539 5.951 0.812
H 2.830 3.769 -1.855
H 2.731 1.938 -3.466
H -2.257 -2.643 2.682
H 0.641 -3.214 1.215
H -2.639 -0.908 0.289
H -1.181 3.458 2.000
H 3.734 2.755 -0.699
H -1.584 0.704 -1.244
H -0.716 -4.927 -2.446
H -2.501 -0.118 4.663
H 0.786 4.274 1.324
H -0.694 5.088 -1.222
H 0.854 -2.034 -2.366
H -3.341 -4.717 0.914
H 4.426 2.214 -3.021
H -1.547 4.774 0.299
H -3.938 -1.155 4.493
H -4.073 0.596 4.200
H 3.856 -0.234 -3.019
H 1.622 -4.382 -2.160
H 1.472 4.838 -0.195
H 1.456 0.004 -2.417
H -2.921 -5.345 -1.428
*
```

Its HOMO energy is -8.03 eV. The SMILES is CCN(c1ccc(OC)cc1)S(=O)(=O)N1CCC[C@@H](C(=O)NCc2cccc(C)c2)C1. The value obtained for the HOMO-LUMO gap is 0.321 hartree.


Energy relative to the most stable one, in hartree: <w> 0.0088; <x> 0.0000


<w>
This record from OMol25 describes a single CH3N3O molecule. The level of theory is the ωB97M-V functional and the def2-TZVPD basis.

```
! RIJCOSX wB97M-V def2-TZVPD def2/J DEFGRID3
* xyz 0 1
O -1.277 0.895 0.032
N 0.142 1.056 -0.135
N -1.590 -0.403 0.113
N -0.651 -1.161 0.021
C 0.589 -0.480 -0.176
H 0.986 -0.679 -1.172
H 1.317 -0.720 0.596
H 0.484 1.493 0.721
*
```

Its HOMO energy is -9.82 eV. The SMILES is C1N=NON1. The value obtained for the HOMO-LUMO gap is 0.394 hartree.


<x>
This record from OMol25 describes 2 unconnected molecules or ions with the total composition CH3N3O. The level of theory is the ωB97M-V functional and the def2-TZVPD basis.

```
! RIJCOSX wB97M-V def2-TZVPD def2/J DEFGRID3
* xyz 0 1
O 0.204 3.718 -0.116
N -0.388 0.886 0.208
N 0.157 3.260 -1.174
N 0.150 2.976 -2.251
C -0.298 -0.173 -0.461
H -0.055 -0.096 -1.552
H -0.405 0.660 1.264
H -0.241 -1.124 0.056
*
```

Its HOMO energy is -10.38 eV. The SMILES is N#[N+][O-].C=N. The value obtained for the HOMO-LUMO gap is 0.423 hartree.


Energy relative to the most stable one, in hartree: <w> 0.0376; <x> 0.0000